# 1
C6H9N3O2 | ωB97M-V/def2-TZVPD

Structure (ORCA input):
```
! RIJCOSX wB97M-V def2-TZVPD def2/J DEFGRID3
* xyz 0 1
C -2.42941 1.17319 -1.01783
C -1.28699 0.53025 -1.23817
C -1.65618 0.62837 0.89368
C 1.76229 0.84444 -0.36205
C 0.79151 -0.61962 1.73404
C 0.53075 -0.34837 0.22023
N -2.72711 1.08603 0.31067
N -0.79855 0.11054 0.01066
N 0.83658 -1.47666 -0.69258
O 2.03285 1.69466 0.46315
O 2.16430 0.51187 -1.58029
H -3.09727 1.55626 -1.77343
H -0.62023 0.58832 -2.02103
H -1.57226 0.22991 1.95997
H 0.26731 -1.61703 1.91798
H 0.30308 0.21747 2.15163
H 1.95182 -0.56893 1.84723
H 1.67421 -0.31801 -1.73266
H 1.73117 -2.02521 -0.33924
H 0.14213 -2.19748 -0.75197
*
```

As for the structure (SMILES): C[C@](N)(C(=O)O)n1ccnc1. The orbital gap is 9.806 eV. As for the total energy: -548.73146 hartree.

# 2
C2H7S3 | ωB97M-V/def2-TZVPD

Structure (ORCA input):
```
! RIJCOSX wB97M-V def2-TZVPD def2/J DEFGRID3
* xyz -1 1
C -0.69282 -0.62678 0.99427
C 0.85558 -0.63480 1.11806
S 1.62045 -0.86272 -0.51716
S 1.73579 1.05426 -1.24211
H -1.07582 -1.61681 0.66743
H -0.89094 0.15367 0.24455
H -1.12321 -0.40726 1.96344
H 1.34625 -1.31106 1.90203
H 1.20067 0.38782 1.52077
H -0.02290 1.23821 -1.59634
S -1.50171 1.34074 -1.86093
H -1.45134 1.28473 -3.19402
*
```

The orbital gap is 6.483 eV. As for the total energy: -1275.00015 hartree.

# 3
H3InO3 | ωB97M-V/def2-TZVPD

Structure (ORCA input):
```
! RIJCOSX wB97M-V def2-TZVPD def2/J DEFGRID3
* xyz 0 1
In 0.61246 -0.48031 -0.77157
O -1.91246 -0.69062 3.01465
H -2.16213 -0.68287 3.95918
O -0.97561 -1.56767 -4.87349
H -1.92936 -1.37796 -4.96781
O 2.71899 2.55078 1.81956
H 3.64809 2.24867 1.81945
*
```

The orbital gap is 1.783 eV. As for the total energy: -417.15880 hartree.

# 4
C26H88O26S4 | ωB97M-V/def2-TZVPD

Structure (ORCA input):
```
! RIJCOSX wB97M-V def2-TZVPD def2/J DEFGRID3
* xyz 0 1
C 7.39370 -5.99858 0.97412
C 6.61540 -5.21309 -0.05862
C 5.22586 -4.83441 0.44610
O 4.35940 -5.96030 0.19417
C 3.07448 -5.55437 -0.04275
O 2.57556 -5.68095 -1.12556
C 2.40039 -4.94026 1.15963
S 0.61445 -5.06617 1.09943
O 0.21317 -3.64397 0.31218
S -0.06336 -3.81876 -1.33889
O -0.55994 -5.14975 -1.55775
O -1.43483 -2.79589 -1.31801
S -2.92086 -3.51558 -1.55691
O 7.31626 -4.07015 -0.58688
C 7.82031 -3.18416 0.28969
O 7.16799 -2.74249 1.21217
C 9.21603 -2.70981 -0.02130
S 10.33075 -3.99230 -0.62389
H 6.84157 -6.92770 1.14298
H 8.37958 -6.27826 0.60308
H 7.45533 -5.48605 1.93539
H 6.45985 -5.86223 -0.92247
H 5.26854 -4.62187 1.51861
H 4.86226 -3.93368 -0.05166
H 2.67002 -3.87676 1.18441
H 2.77485 -5.37452 2.08777
H -2.91642 -3.42453 -2.89311
H 9.60425 -2.28724 0.90401
H 9.15669 -1.89040 -0.73926
H 11.16507 -3.99552 0.41381
C 3.40513 -9.31143 -2.01372
O 3.96895 -8.67761 -0.87332
H 3.33487 -10.37461 -1.79744
H 2.40516 -8.92547 -2.22830
H 4.03953 -9.16704 -2.89272
H 4.03360 -7.73525 -1.05787
C 6.30114 -11.09083 -2.08989
O 7.53820 -11.25974 -2.77956
H 6.27600 -11.82938 -1.29282
H 6.21802 -10.09370 -1.65201
H 5.45488 -11.26248 -2.75859
H 7.57405 -10.61277 -3.48802
C -2.04556 0.63495 -0.60379
O -1.06851 -0.13914 0.09824
H -2.02901 1.64980 -0.21218
H -1.80845 0.65385 -1.66994
H -3.04096 0.20884 -0.45855
H -1.10179 -1.02984 -0.26551
C -1.30485 1.73558 2.68089
O -1.86517 3.02551 2.37750
H -0.44036 1.58925 2.04086
H -0.99774 1.68275 3.72591
H -2.03655 0.95396 2.47553
H -2.64048 3.12059 2.93966
C -5.83894 1.15511 0.52719
O -5.24950 2.33378 -0.02096
H -6.60899 0.81764 -0.16417
H -5.10311 0.35662 0.64708
H -6.30419 1.35449 1.49545
H -4.56628 2.62537 0.59053
C -2.91498 6.35852 3.48029
O -1.96993 5.57617 4.21077
H -2.90601 7.36477 3.89411
H -2.63968 6.40896 2.42286
H -3.91928 5.94469 3.57581
H -2.00042 4.69144 3.83466
C 0.49675 3.56387 -1.14711
O 0.86524 2.46865 -1.98660
H 0.55035 4.47531 -1.73913
H -0.52221 3.43843 -0.78167
H 1.18456 3.65370 -0.30150
H 0.80433 1.66749 -1.45537
C 0.27908 -0.34079 6.15050
O -0.98216 0.25272 5.84899
H 0.41127 -1.17061 5.46278
H 1.09499 0.37109 6.00906
H 0.30698 -0.71887 7.17490
H -1.10874 0.99149 6.45128
C -7.31591 1.09849 -3.54424
O -6.02058 1.39996 -3.04633
H -7.20053 0.79181 -4.58124
H -7.78284 0.27939 -2.98853
H -7.97404 1.97133 -3.50873
H -6.10786 1.67438 -2.12755
C -7.43267 6.12122 2.72867
O -6.11519 6.65033 2.62304
H -7.56221 5.79027 3.75607
H -8.18854 6.87827 2.50508
H -7.57565 5.26680 2.06198
H -5.98619 6.94586 1.71772
C -4.88606 7.34526 6.87790
O -4.00144 6.24818 7.07409
H -5.84681 7.09355 7.32039
H -4.49964 8.24457 7.36613
H -5.03518 7.54465 5.81259
H -3.16076 6.48418 6.66996
C 10.99884 0.52485 -0.79545
O 11.96200 -0.42892 -0.36214
H 10.04681 0.24919 -0.34836
H 11.25509 1.53462 -0.46547
H 10.89118 0.52236 -1.88357
H 12.80675 -0.18856 -0.75103
C -3.35290 3.24316 -3.04523
O -2.40524 3.94627 -2.23416
H -4.23197 3.04871 -2.44195
H -3.63077 3.83737 -3.91328
H -2.93022 2.29108 -3.37797
H -1.62856 4.10235 -2.77781
C -3.35820 6.85103 -6.03580
O -4.70471 6.39689 -6.18476
H -3.01299 7.17949 -7.01275
H -3.30175 7.68977 -5.33788
H -2.72321 6.03854 -5.68449
H -5.00692 6.09758 -5.32031
C 3.71944 -2.36534 3.79144
O 5.12053 -2.13881 3.96889
H 3.24975 -2.26731 4.76622
H 3.28974 -1.65074 3.09362
H 3.55469 -3.38019 3.41278
H 5.53657 -2.24612 3.10827
C -2.75360 2.48162 -6.54454
O -3.33208 3.74756 -6.24512
H -2.02432 2.26621 -5.76764
H -3.50631 1.68887 -6.54809
H -2.24394 2.49398 -7.51168
H -3.98094 3.94642 -6.92650
C -3.97530 -2.17872 4.88180
O -3.36331 -0.99689 4.39077
H -4.73005 -2.47903 4.15816
H -3.25256 -2.99333 4.98735
H -4.46520 -2.01073 5.84557
H -2.69064 -0.72008 5.02387
C -8.49874 5.81158 -6.52418
O -7.57702 6.53623 -5.72434
H -9.37622 5.61466 -5.91248
H -8.80711 6.38519 -7.40279
H -8.08069 4.85579 -6.85452
H -6.79586 6.71541 -6.26088
C 2.24828 -0.23180 0.43939
O 3.10872 -1.23484 0.98242
H 1.23588 -0.46077 0.75502
H 2.52024 0.76291 0.80302
H 2.28750 -0.23777 -0.65340
H 4.00584 -1.03430 0.69846
*
```

The orbital gap is 9.572 eV. As for the total energy: -4591.98732 hartree.

# 5
C4H14O4 | ωB97M-V/def2-TZVPD

Structure (ORCA input):
```
! RIJCOSX wB97M-V def2-TZVPD def2/J DEFGRID3
* xyz 0 1
O -1.42197 -0.62972 2.00240
C -0.64930 0.29487 2.15377
C 0.77802 0.35509 1.67422
C 1.02702 -0.59167 0.44480
C 2.40453 -1.25998 0.48840
H -1.07691 1.16226 2.64488
H 1.04826 1.35483 1.34391
H 1.51636 0.09575 2.43372
H 0.22810 -1.30765 0.37464
H 0.97647 0.03617 -0.44881
H 2.27514 -1.93649 -0.37782
H 2.78905 -1.75471 1.39179
H 3.11505 -0.47782 0.23541
H -1.12406 0.10411 -2.85545
H -0.40903 1.35650 -3.00394
O -1.02693 0.82109 -3.51605
H -1.26413 2.29973 -1.06635
H -1.53645 0.85855 -0.68780
O -1.25195 1.71192 -0.30730
H -2.70624 -0.32193 -1.06213
H -1.71324 -1.28529 -0.51120
O -1.97782 -0.88563 -1.35110
*
```

As for the structure (SMILES): CCCC=O.O.O.O. The orbital gap is 10.535 eV. As for the total energy: -461.73420 hartree.

Number 1: HOMO energy -9.3 eV, maximum force 4.5 eV/A. Number 2: HOMO energy -2.9 eV, maximum force 2.0 eV/A. Number 3: HOMO energy -8.1 eV, maximum force 0.6 eV/A. Number 4: HOMO energy -9.5 eV, maximum force 1.0 eV/A. Number 5: HOMO energy -10.0 eV, maximum force 1.9 eV/A.